A molecular structure, C37H47N8O4PS4Sr at a distorted geometry, computed with ωB97M-V/def2-TZVPD.

Results
- lowest unoccupied orbital energy (eV) = 0.501
- energy relative to the best compared isomer or geometry (same formula, charge and spin) (eV) = 2.747
- gap between HOMO and LUMO (Ha) = 0.268
- DFT total energy (a.u.) = -4142.109199

Geometry (Å):
Sr1 -0.804 -0.030 0.112
C1 0.858 6.171 5.690
C2 0.596 5.212 4.560
C3 0.703 3.837 4.762
C4 0.488 2.955 3.719
C5 0.152 3.443 2.468
C6 0.055 4.804 2.239
C7 0.281 5.682 3.289
S1 -0.212 2.263 1.192
O1 -0.325 2.971 -0.064
O2 0.845 1.259 1.242
N1 -1.526 1.494 1.558
C8 -2.759 1.888 1.111
C9 -3.316 3.148 1.402
C10 -4.608 3.415 1.015
C11 -5.330 2.436 0.334
C12 -4.694 1.244 0.053
N2 -3.444 0.965 0.422
H1 0.586 5.731 6.650
H2 0.296 7.095 5.562
H3 1.920 6.423 5.726
H4 0.960 3.458 5.745
H5 0.582 1.888 3.846
H6 -0.199 5.157 1.247
H7 0.215 6.750 3.121
H8 -2.716 3.868 1.942
H9 -5.061 4.373 1.242
H10 -6.348 2.609 0.016
H11 -5.206 0.464 -0.501
C13 -4.458 -0.751 3.441
C14 -3.076 -0.601 3.976
N3 -1.998 -1.010 3.413
C15 -0.870 -0.707 4.138
C16 -1.116 -0.080 5.323
S2 -2.793 0.199 5.514
C17 0.442 -1.087 3.611
C18 1.637 -0.974 4.258
S3 2.871 -1.725 3.337
C19 1.691 -2.147 2.121
N4 0.507 -1.713 2.394
C20 2.070 -2.938 0.923
H12 -4.412 -1.209 2.455
H13 -4.937 0.226 3.350
H14 -5.065 -1.368 4.105
H15 -0.418 0.246 6.077
H16 1.855 -0.546 5.222
H17 3.091 -3.309 1.007
H18 1.972 -2.313 0.042
H19 1.383 -3.776 0.801
O3 -1.687 -2.070 -0.070
N5 -2.932 -2.105 -0.500
C21 -3.870 -2.720 0.247
C22 -5.174 -2.825 -0.164
C23 -5.533 -2.292 -1.407
C24 -4.582 -1.638 -2.152
C25 -3.262 -1.492 -1.684
S4 -2.091 -0.588 -2.517
H20 -3.498 -3.129 1.175
H21 -5.899 -3.319 0.466
H22 -6.548 -2.384 -1.770
H23 -4.813 -1.193 -3.108
O4 0.868 -0.574 -1.305
P1 1.800 -1.053 -2.361
N6 1.801 -2.713 -2.453
C26 0.414 -3.272 -2.467
C27 0.574 -4.642 -3.114
C28 1.700 -4.407 -4.122
C29 2.660 -3.526 -3.328
N7 3.395 -0.615 -2.097
C30 4.459 -1.584 -1.781
C31 5.491 -0.762 -1.014
C32 4.621 0.239 -0.255
C33 3.587 0.626 -1.306
N8 1.339 -0.430 -3.830
C34 2.223 -0.605 -4.991
C35 2.006 0.649 -5.847
C36 1.536 1.697 -4.834
C37 0.641 0.867 -3.922
H24 -0.244 -2.641 -3.071
H25 0.003 -3.301 -1.461
H26 -0.354 -4.976 -3.573
H27 0.888 -5.381 -2.372
H28 1.314 -3.870 -4.992
H29 2.173 -5.329 -4.460
H30 3.299 -2.918 -3.970
H31 3.306 -4.160 -2.710
H32 4.873 -2.017 -2.694
H33 4.081 -2.403 -1.159
H34 6.140 -0.231 -1.715
H35 6.111 -1.383 -0.368
H36 5.173 1.096 0.126
H37 4.122 -0.255 0.584
H38 3.973 1.423 -1.951
H39 2.652 0.964 -0.861
H40 1.971 -1.513 -5.545
H41 3.266 -0.680 -4.664
H42 1.213 0.468 -6.575
H43 2.908 0.938 -6.384
H44 1.001 2.523 -5.299
H45 2.386 2.094 -4.272
H46 -0.340 0.721 -4.383
H47 0.492 1.296 -2.932

These are the Mulliken partial charges, in e, on atoms 1 to 99: Sr 0.88; C -1.53; C 1.07; C -1.00; C -0.32; C -0.90; C -0.34; C -0.81; S 1.58; O -0.86; O -0.38; N 0.33; C -0.32; C -0.67; C -0.55; C -1.17; C -0.18; N 0.84; H 0.37; H 0.39; H 0.29; H 0.39; H 0.42; H 0.55; H 0.38; H 0.44; H 0.43; H 0.45; H 0.20; C -0.83; C 0.64; N -0.17; C -0.09; C -0.21; S -0.30; C -0.17; C -0.35; S -0.27; C 0.33; N -0.25; C -0.54; H -0.14; H 0.30; H 0.46; H 0.47; H 0.49; H 0.54; H -0.23; H 0.35; O -0.41; N 0.35; C -0.47; C -0.74; C -0.31; C -0.98; C 0.54; S -0.50; H 0.58; H 0.46; H 0.36; H 0.47; O 1.91; P -3.68; N 0.92; C -0.04; C -0.77; C -0.81; C -0.43; N 0.82; C -0.25; C -0.76; C -0.23; C -0.33; N 0.76; C -0.33; C -0.71; C -0.66; C -0.14; H 0.06; H -0.28; H 0.43; H 0.33; H 0.18; H 0.47; H 0.29; H 0.33; H 0.16; H 0.16; H 0.32; H 0.40; H 0.49; H -0.20; H 0.31; H -0.06; H 0.04; H 0.34; H 0.34; H 0.38; H 0.43